Formula: C41H93F3N10O12Si
Source: the Open Molecules 2025 dataset
Level of theory: ωB97M-V/def2-TZVPD

Calculated values
- Relative energy (zero: lowest compared OMol25 entry of this formula, charge and spin): 76.92 kcal/mol
- Net charge: 0
- E_tot: -99526.812 eV
- LUMO energy: 0.43 eV
- HOMO energy: -8.50 eV
- HOMO-LUMO gap: 8.930 eV
- Max |F|: 3.0 eV/Å
- Multiplicity: 1
- SMILES: CCOCCO[C@H]([C@H](C)NCCOCC(F)(F)F)[Si](C)(C)C.CNC(C)=O.CNC(C)=O.CNC(C)=O.CNC(C)=O.CNC(C)=O.CNC(C)=O.CNC(C)=O.CNC(C)=O.CNC(C)=O

The geometry in XYZ format:
```
160
Properties=species:S:1:pos:R:3:forces:R:3:mulliken_charge:R:1
Si 4.0909 -2.9293 -2.4797 -0.147 0.879 -0.485 0.514
F -6.1410 -4.5725 -0.9579 0.998 0.076 -2.312 -0.248
F -5.3728 -5.6456 -2.8619 -0.767 1.762 1.809 -0.245
F -5.4730 -3.4090 -2.8535 -0.394 -2.329 1.776 -0.207
O -6.1965 1.0189 -3.6401 0.011 -0.174 -0.110 -0.688
O 3.2088 3.3201 5.1625 0.654 0.219 1.039 -0.665
O 2.4991 -4.0827 -0.5062 -0.007 -1.210 -0.534 -0.520
O 6.4959 0.9351 3.1055 0.709 -0.263 0.278 -0.595
O 8.3793 4.0461 7.3078 0.019 0.162 0.175 -0.620
O -2.8936 -4.7289 -2.6612 0.017 -0.133 1.956 -0.301
O 2.6219 -4.1660 3.5861 -0.141 0.038 -0.025 -0.678
O 4.3472 -7.3665 0.0303 -1.022 0.362 -0.952 -0.494
O -10.1832 3.0836 -2.1830 0.089 0.214 0.010 -0.664
O 2.5585 0.0233 0.7721 -0.118 -0.137 -0.061 -0.608
O -6.9705 7.5550 -3.4650 0.000 0.065 0.104 -0.630
O -6.8009 0.4761 -9.6833 -0.039 0.047 0.147 -0.676
N 1.6345 1.5003 2.1696 0.490 -0.101 0.009 -0.133
N -7.8803 9.0470 -2.0649 0.387 -0.094 -0.072 -0.131
N -10.4295 4.3814 -3.9910 0.141 0.021 0.490 -0.141
N -8.0497 1.0023 -2.3829 0.511 -0.417 -0.258 -0.022
N 3.2914 3.3709 7.3993 0.181 -0.025 -0.318 -0.151
N 0.6693 -3.5526 4.4950 0.125 0.005 -0.255 -0.129
N 8.6388 0.5294 2.6020 -0.287 -0.207 0.023 -0.187
N 0.7145 -5.6578 -2.5909 0.993 0.680 0.016 0.136
N -6.1421 -0.8523 -8.0058 -0.211 0.339 -0.016 -0.125
N 7.1310 5.4684 8.5058 0.389 -0.056 0.022 -0.050
C 6.8671 6.5339 9.4502 -0.434 -0.217 -0.245 -0.912
C 3.6572 -8.3047 -0.8072 0.237 -1.578 -0.354 -0.082
C -10.3290 5.5888 -4.7850 -0.212 -0.346 -0.245 -0.595
C 3.8790 3.2150 8.7129 -0.465 0.143 -0.052 -0.910
C -10.0229 4.1789 -2.7115 -0.214 -0.259 -0.130 0.655
C -7.0416 0.3681 -3.0346 -0.078 0.490 0.034 0.731
C 2.0912 -4.6466 -4.4132 0.653 0.368 0.208 -1.359
C -7.0043 -1.1369 -2.9857 0.024 0.156 -0.137 -1.368
C -5.4326 8.9096 -2.2331 0.131 -0.026 -0.030 -1.379
C 2.4678 -3.8608 -1.9263 -0.524 0.048 -1.175 0.148
C 1.5196 -3.6559 3.4359 0.341 -0.141 0.030 0.585
C 4.1764 -6.0120 -0.4203 0.435 1.200 0.480 0.224
C 3.5321 -1.5955 -3.7685 -0.256 0.011 -0.338 -1.141
C 4.7702 -1.9706 -0.9788 -0.301 0.729 0.814 -0.664
C 7.3779 0.1127 2.8885 -0.186 0.459 0.134 0.760
C -9.1330 0.4220 -1.6199 -0.091 0.307 -0.039 -0.876
C -6.7433 0.2723 -8.4781 0.066 -0.088 -0.494 0.662
C 9.5761 5.5404 8.7411 0.129 -0.004 0.002 -1.420
C -5.2669 -4.5352 -2.0277 2.218 0.358 -0.985 0.818
C 2.0857 -5.0886 -2.8491 -0.335 -0.153 -1.673 0.573
C 1.5183 2.5582 3.1699 -0.158 -0.167 -0.624 -0.871
C 3.8614 3.1311 6.1862 -0.414 0.103 -0.301 0.664
C -7.8948 10.1083 -1.0795 -0.475 -0.174 -0.152 -0.912
C 2.7291 -5.4227 -0.0872 0.166 -1.488 1.591 -0.322
C -3.7633 -4.4549 -1.5309 0.001 0.335 -0.121 -0.638
C 4.3130 -8.5191 -2.2514 -0.691 0.419 -0.116 -0.804
C -0.6630 -2.9881 4.5247 0.229 -0.204 0.440 -0.831
C 2.7287 0.9030 1.6112 -0.318 0.015 -0.216 0.438
C 4.1148 1.3204 2.0162 -0.611 0.098 -0.075 -0.693
C 1.0563 -3.1285 2.1044 0.131 0.015 0.010 -0.183
C -6.8051 8.4446 -2.6420 -0.224 -0.301 -0.285 0.910
C -0.3818 -4.7917 -3.0888 -2.038 -1.232 0.466 -0.312
C 5.3601 -4.0605 -3.3539 1.364 -0.764 0.593 -1.002
C 8.3328 4.9547 8.1255 -0.122 -0.390 -0.376 0.986
C -9.3810 5.3311 -1.9868 0.156 -0.010 0.113 -1.207
C -5.9746 -1.2685 -6.6290 0.136 -0.301 -0.331 -0.421
C -7.3223 1.2347 -7.4743 -0.026 0.139 0.011 -1.111
C 5.2779 2.6430 6.1661 -0.006 0.015 -0.020 -0.383
C 7.1147 -1.3693 2.9273 -0.137 -0.053 0.034 -1.333
C -1.6089 -5.0044 -2.0653 1.573 -0.101 -0.162 -0.469
C 9.8082 -0.2754 2.3184 0.062 0.509 -0.016 -0.905
H 5.1820 -2.6230 -0.1469 -0.378 0.722 -1.006 0.135
H 4.0097 -0.5926 -3.5442 -0.664 -1.098 -0.275 0.342
H -0.1499 -3.6912 -3.1188 0.009 -1.329 -0.217 0.128
H -6.1469 -1.4937 -3.5498 -0.116 0.280 0.039 0.365
H -8.7642 8.6829 -2.3885 0.062 0.061 0.039 0.196
H 5.5935 2.4989 5.1400 -0.019 -0.025 -0.141 0.039
H 8.7364 1.5344 2.5949 0.015 -0.093 0.015 0.256
H -7.7658 2.0790 -8.0008 0.086 -0.162 -0.083 0.280
H -10.0745 0.7360 -2.0704 -0.054 -0.130 0.230 0.259
H -8.1020 0.7434 -6.8887 0.128 0.063 0.158 0.329
H -9.1104 5.0176 -0.9791 -0.108 -0.091 -0.127 0.359
H -1.5295 -6.0822 -1.6935 -0.370 1.310 -0.434 0.255
H 6.3450 5.0267 8.0517 0.038 0.109 0.050 0.057
H -10.8501 3.5655 -4.4113 0.046 0.073 0.003 0.238
H 1.6490 -3.0742 -2.1085 0.968 -1.011 0.375 0.196
H 3.1316 -4.6642 -4.8654 -1.170 0.169 0.634 0.344
H 7.7806 6.9381 9.8793 -0.038 -0.102 -0.090 0.377
H -8.0084 2.0079 -2.4611 -0.206 -0.065 0.059 0.127
H 0.8518 -2.0578 2.1749 -0.105 -0.040 -0.101 0.335
H -6.9054 -1.4773 -1.9539 -0.150 -0.094 -0.077 0.543
H 4.9367 -5.0484 -3.7316 0.542 1.376 0.234 0.273
H -5.2837 8.7475 -1.1638 0.039 0.173 -0.019 0.357
H 9.6530 6.6016 8.4964 0.015 0.001 0.180 0.352
H 0.9424 2.1642 4.0104 0.085 0.216 0.117 0.233
H -9.0862 -0.6648 -1.5971 0.165 0.084 -0.055 0.377
H 4.4748 -9.6240 -2.4463 0.008 1.389 0.233 0.317
H 9.5607 5.4022 9.8240 0.029 0.179 -0.014 0.348
H -6.5365 1.6108 -6.8162 -0.152 -0.094 0.173 0.344
H 3.8301 -1.9119 -4.8132 -0.323 0.407 1.073 0.261
H -5.7785 -1.4484 -8.7346 -0.025 0.055 0.066 0.213
H 3.7062 -9.3110 -0.2678 -0.012 1.491 -0.495 0.411
H 4.8415 0.7324 1.4612 -0.269 0.013 0.034 0.133
H 2.7976 -5.9730 -2.7987 -0.722 1.215 0.371 -0.613
H -11.3351 5.8867 -5.0888 0.104 0.204 -0.070 0.300
H 2.6901 -5.3990 1.0585 0.111 0.148 -1.518 0.196
H -3.4728 -3.4159 -1.1603 -0.941 -1.125 -0.329 0.313
H 1.9005 -6.1640 -0.3609 1.044 1.237 -0.167 0.251
H -1.4413 -4.3147 -1.1776 -0.107 -0.773 -0.896 0.190
H 0.9623 3.3788 2.7081 -0.029 0.113 0.221 0.290
H -4.6825 8.3372 -2.7768 -0.192 -0.005 0.002 0.305
H 7.7290 -1.8402 3.6974 0.040 -0.098 -0.144 0.425
H -3.5890 -5.1682 -0.6639 -0.393 0.523 -1.157 0.349
H -1.3593 -3.7627 4.8542 -0.211 0.173 -0.077 0.280
H 2.3379 3.6973 7.3370 0.082 -0.032 0.037 0.238
H 5.2785 -7.9252 -2.3836 -1.259 -0.929 0.241 0.218
H 9.5920 -1.3403 2.3523 -0.073 0.121 0.016 0.360
H 6.1321 -4.3590 -2.5582 -0.935 0.310 -1.028 0.284
H 1.0495 -3.9273 5.3516 -0.054 0.038 -0.063 0.253
H 5.9368 3.3805 6.6291 0.143 -0.244 0.040 -0.227
H -5.3054 9.9662 -2.4767 0.041 -0.004 0.175 0.369
H -7.9103 -1.5485 -3.4357 -0.012 -0.105 0.179 0.347
H -8.4198 9.7485 -0.1920 0.105 0.226 0.123 0.284
H 10.4505 5.0294 8.3405 -0.190 -0.020 -0.032 0.312
H 0.1621 -3.6656 1.7788 -0.063 0.138 -0.022 0.397
H 10.5776 -0.0378 3.0561 0.128 -0.220 -0.094 0.284
H 3.2754 2.5027 9.2794 0.222 0.012 0.195 0.289
H -8.4733 5.6439 -2.5083 -0.099 0.211 -0.010 0.293
H 2.5565 -8.0889 -0.9570 1.170 0.113 0.377 0.120
H 1.6943 -3.5789 -4.4949 0.402 -1.546 -0.177 0.218
H 5.3533 1.6870 6.6887 0.142 0.113 0.079 0.373
H -10.0820 6.1652 -1.9130 0.120 0.070 -0.078 0.377
H 3.5448 -8.1564 -3.0159 1.246 -0.444 0.720 0.123
H 5.5325 -1.1651 -1.2623 -0.860 -1.247 0.257 0.347
H 5.9720 -3.5223 -4.1553 -1.054 -0.763 0.896 0.377
H 4.2624 1.1388 3.0783 0.020 0.228 -0.059 0.232
H -0.6755 -2.1693 5.2477 -0.256 0.074 -0.108 0.273
H -8.4413 10.9577 -1.4947 0.107 0.140 0.214 0.297
H 1.4750 -5.3695 -5.0480 0.652 1.047 1.018 0.376
H 4.9057 2.8591 8.6637 -0.097 0.007 -0.094 0.379
H -9.0806 0.8090 -0.6005 -0.222 -0.157 0.032 0.281
H 7.3238 -1.8139 1.9524 0.085 -0.104 0.101 0.374
H -0.9723 -2.6149 3.5516 0.129 -0.059 0.050 0.323
H -6.8925 10.4248 -0.8022 -0.059 -0.097 -0.088 0.352
H 1.8396 -3.2810 1.3630 -0.142 0.099 0.204 -0.470
H -0.7425 -5.2200 -4.0783 0.337 1.139 0.863 0.272
H 4.9142 -5.3815 0.1848 -0.881 -0.911 -0.801 0.137
H 4.2753 2.3755 1.7866 0.030 0.021 0.238 0.370
H 6.0664 -1.5431 3.1679 0.097 0.123 -0.041 0.271
H 0.7206 -6.5546 -3.1013 -0.368 0.714 0.387 0.320
H 4.4939 -5.9118 -1.5009 -0.562 -0.115 0.969 -0.244
H 3.8540 4.1829 9.2199 0.142 -0.108 0.205 0.264
H 0.7730 1.1247 1.8011 0.077 0.035 -0.006 0.257
H 3.8880 -1.3857 -0.5138 1.235 -0.887 -0.640 0.030
H -9.7402 5.3672 -5.6770 0.023 0.280 -0.005 0.248
H -6.4025 -0.5548 -5.9283 0.097 0.028 -0.108 -0.120
H 2.4655 2.9480 3.5574 -0.437 -0.568 -0.653 0.441
H -6.4615 -2.2384 -6.5025 0.047 0.018 0.270 0.304
H 6.3274 7.3292 8.9317 0.057 0.152 0.225 0.296
H 10.1761 -0.0116 1.3245 0.159 -0.229 0.021 0.290
H -4.9065 -1.3772 -6.4292 -0.086 -0.005 0.298 0.271
H 2.3974 -1.5022 -3.7580 1.408 0.163 0.003 0.277
H 6.2353 6.1391 10.2490 0.063 0.236 0.141 0.278
H -9.8607 6.4031 -4.2373 0.044 -0.156 -0.004 0.123
```
Forces are in eV/Å.